{
  "formula": "C40H122N8O17",
  "method": "ωB97M-V with the def2-TZVPD basis set",
  "charge": 0,
  "gap_ev": 8.875,
  "e_lumo_ev": 0.09,
  "homo_energy_ev": -8.8,
  "max_force_ev_per_a": 5.92,
  "elements": ["C", "C", "O", "H", "H", "H", "H", "H", "H", "C", "C", "O", "H", "H", "H", "H", "H", "H", "C", "C", "O", "H", "H", "H", "H", "H", "H", "C", "C", "O", "H", "H", "H", "H", "H", "H", "C", "C", "C", "O", "C", "N", "H", "H", "H", "H", "H", "H", "H", "H", "H", "H", "H", "C", "C", "C", "O", "C", "N", "H", "H", "H", "H", "H", "H", "H", "H", "H", "H", "H", "C", "C", "C", "O", "C", "N", "H", "H", "H", "H", "H", "H", "H", "H", "H", "H", "H", "C", "C", "C", "O", "C", "N", "H", "H", "H", "H", "H", "H", "H", "H", "H", "H", "H", "C", "C", "C", "O", "C", "N", "H", "H", "H", "H", "H", "H", "H", "H", "H", "H", "H", "C", "C", "C", "O", "C", "N", "H", "H", "H", "H", "H", "H", "H", "H", "H", "H", "H", "C", "C", "C", "O", "C", "N", "H", "H", "H", "H", "H", "H", "H", "H", "H", "H", "H", "C", "C", "C", "O", "C", "N", "H", "H", "H", "H", "H", "H", "H", "H", "H", "H", "H", "O", "H", "H", "O", "H", "H", "O", "H", "H", "O", "H", "H", "O", "H", "H"],
  "positions_angstrom": [[-2.581, 1.103, 6.550], [-1.691, -0.033, 6.158], [-1.856, -0.347, 4.778], [-2.583, 1.178, 7.642], [-3.596, 0.845, 6.239], [-2.352, 2.105, 6.194], [-1.828, -0.949, 6.754], [-0.628, 0.151, 6.393], [-1.125, -0.957, 4.531], [0.513, 1.163, -6.485], [1.855, 1.288, -5.746], [1.726, 1.216, -4.337], [-0.260, 1.833, -6.110], [0.134, 0.142, -6.385], [0.669, 1.348, -7.548], [2.189, 2.311, -5.958], [2.572, 0.587, -6.174], [2.214, 1.949, -3.943], [2.895, 3.926, 2.038], [1.939, 4.278, 0.898], [1.836, 3.180, -0.008], [2.471, 3.307, 2.824], [3.105, 4.898, 2.492], [3.792, 3.493, 1.594], [2.320, 5.102, 0.284], [0.954, 4.443, 1.346], [1.037, 3.273, -0.575], [5.912, 1.734, -0.719], [6.542, 0.734, 0.218], [6.942, -0.422, -0.530], [5.728, 2.652, -0.155], [5.033, 1.431, -1.285], [6.629, 2.051, -1.483], [5.949, 0.463, 1.097], [7.464, 1.128, 0.660], [7.661, -0.889, -0.100], [-1.870, -3.636, 4.178], [-0.394, -3.637, 3.855], [-0.177, -3.914, 2.371], [1.182, -3.974, 2.084], [1.646, -4.172, 0.757], [0.244, -2.384, 4.252], [-2.346, -4.387, 3.541], [-2.440, -2.723, 4.017], [-2.089, -3.886, 5.220], [0.252, -4.425, 4.277], [-0.726, -3.108, 1.851], [-0.678, -4.803, 1.965], [1.352, -3.378, 0.070], [1.235, -5.147, 0.471], [2.722, -4.322, 0.728], [1.188, -2.243, 3.919], [0.285, -2.248, 5.256], [-4.299, -0.387, 3.375], [-5.750, -0.772, 3.131], [-5.937, -2.129, 2.446], [-7.266, -2.264, 1.963], [-7.409, -1.682, 0.683], [-6.557, -0.710, 4.368], [-4.172, 0.698, 3.436], [-3.664, -0.724, 2.554], [-3.900, -0.750, 4.326], [-6.131, -0.055, 2.390], [-5.678, -2.925, 3.151], [-5.165, -2.264, 1.679], [-6.586, -1.771, -0.028], [-7.719, -0.634, 0.754], [-8.245, -2.191, 0.192], [-6.480, 0.263, 4.657], [-7.523, -0.815, 4.063], [5.196, -3.325, 5.545], [5.021, -2.148, 4.591], [3.568, -1.987, 4.178], [3.409, -0.970, 3.220], [3.357, -1.334, 1.863], [5.475, -0.965, 5.377], [4.939, -4.276, 5.066], [4.544, -3.235, 6.416], [6.241, -3.421, 5.833], [5.683, -2.290, 3.736], [3.031, -1.764, 5.107], [3.140, -2.927, 3.807], [2.500, -1.985, 1.665], [4.223, -1.912, 1.520], [3.267, -0.443, 1.248], [4.849, -0.866, 6.176], [5.201, -0.163, 4.802], [0.218, -1.253, -1.975], [0.804, -0.129, -1.142], [0.681, -0.226, 0.371], [-0.661, -0.040, 0.746], [-0.812, 0.199, 2.117], [2.204, 0.099, -1.510], [-0.839, -1.434, -1.785], [0.826, -2.156, -1.860], [0.242, -0.974, -3.033], [0.154, 0.710, -1.439], [1.306, 0.585, 0.763], [1.060, -1.192, 0.728], [-1.837, 0.358, 2.442], [-0.234, 1.051, 2.489], [-0.437, -0.678, 2.664], [2.129, 0.147, -2.529], [2.560, 1.009, -1.233], [-2.803, -1.693, -4.299], [-3.719, -2.644, -3.528], [-3.636, -2.541, -2.004], [-2.258, -2.872, -1.746], [-1.813, -2.409, -0.481], [-5.077, -2.443, -4.085], [-2.735, -1.979, -5.348], [-1.785, -1.832, -3.927], [-3.103, -0.661, -4.123], [-3.427, -3.658, -3.830], [-4.234, -3.304, -1.499], [-3.831, -1.560, -1.567], [-0.776, -2.707, -0.367], [-2.446, -2.806, 0.319], [-1.878, -1.317, -0.417], [-5.639, -3.190, -3.682], [-5.090, -2.557, -5.088], [-1.952, 6.799, 0.034], [-1.033, 5.938, -0.808], [-1.550, 4.473, -0.801], [-0.585, 3.540, -1.300], [-0.616, 3.289, -2.695], [-0.983, 6.493, -2.163], [-1.881, 6.437, 1.072], [-3.019, 6.708, -0.159], [-1.599, 7.826, 0.111], [-0.059, 5.833, -0.324], [-2.497, 4.350, -1.332], [-1.652, 4.199, 0.249], [-0.196, 2.310, -2.915], [-0.083, 4.059, -3.261], [-1.656, 3.282, -3.042], [-0.121, 6.996, -2.328], [-1.095, 5.816, -2.901], [-4.207, -0.327, -0.820], [-3.486, 0.895, -1.370], [-4.414, 1.898, -2.009], [-5.153, 1.287, -3.066], [-4.506, 1.342, -4.346], [-2.839, 1.502, -0.199], [-3.512, -0.876, -0.175], [-4.538, -1.023, -1.589], [-5.005, -0.028, -0.136], [-2.734, 0.472, -2.053], [-3.879, 2.798, -2.337], [-5.217, 2.266, -1.369], [-5.090, 0.786, -5.072], [-3.499, 0.933, -4.252], [-4.514, 2.401, -4.611], [-2.148, 0.818, 0.142], [-2.239, 2.304, -0.393], [2.689, -2.439, -5.691], [4.166, -2.675, -5.372], [4.928, -1.438, -5.076], [4.864, -0.447, -6.107], [5.687, 0.675, -5.960], [4.316, -3.708, -4.333], [2.257, -3.437, -5.805], [2.550, -1.935, -6.647], [2.106, -1.948, -4.910], [4.641, -3.133, -6.246], [6.004, -1.652, -4.989], [4.608, -0.931, -4.155], [5.287, 1.254, -5.110], [5.562, 1.303, -6.839], [6.732, 0.422, -5.757], [3.948, -3.408, -3.428], [5.308, -3.712, -4.085], [-1.197, 1.984, 4.758], [-0.245, 1.871, 4.644], [-1.514, 1.085, 4.938], [-2.774, 3.219, 2.123], [-2.433, 2.665, 2.839], [-3.028, 2.603, 1.395], [3.036, 3.076, -2.462], [3.874, 3.546, -2.407], [2.607, 3.214, -1.581], [1.546, 0.939, 4.277], [1.930, 0.069, 4.079], [1.781, 1.121, 5.195], [4.347, -1.734, -1.627], [3.591, -1.120, -1.451], [5.138, -1.231, -1.385]],
  "forces_ev_per_angstrom": [[-1.656, -0.021, 1.836], [1.110, -1.806, 1.502], [0.339, -1.377, 0.524], [-0.143, -0.219, 0.041], [-0.105, 0.050, 0.131], [-0.018, -0.571, 0.148], [-0.827, 0.201, 0.010], [-0.110, 0.504, -0.320], [-0.165, 0.177, -0.227], [0.240, -0.761, 0.454], [-0.658, 1.471, -0.792], [-0.212, -0.605, 0.180], [0.164, 0.159, 0.079], [-0.073, 0.002, -0.021], [0.010, 0.053, -0.009], [0.374, -0.136, -0.244], [0.096, -0.147, 0.366], [0.102, 0.006, 0.165], [-0.211, 0.981, -0.638], [-0.157, -0.895, 0.116], [-0.104, -0.722, -0.490], [-0.109, -0.338, -0.312], [0.450, -0.169, 0.151], [0.153, -0.026, 0.341], [-0.212, 0.405, 0.603], [0.031, 0.510, -0.310], [-0.177, 0.144, 0.690], [0.536, 0.775, -0.072], [1.104, -0.447, 0.138], [-0.613, -0.094, -0.356], [-0.429, -0.095, 0.017], [-0.219, -0.306, 0.448], [0.193, -0.281, 0.068], [-0.531, -0.096, -0.313], [-0.135, 0.502, -0.137], [-0.034, 0.047, 0.187], [-0.583, -0.922, 0.317], [1.651, -0.653, -0.340], [-1.176, 1.020, -1.241], [1.502, 0.892, 0.840], [-1.028, -1.260, 0.230], [-0.351, 1.304, 0.038], [-0.101, -0.117, 0.279], [0.588, 0.388, -0.375], [0.191, -0.202, -0.024], [-1.019, -0.418, 0.656], [0.556, 0.272, -0.248], [-0.038, -0.334, 0.704], [-0.056, 0.014, -0.039], [-0.142, 0.203, -0.684], [0.079, 0.436, 0.420], [-0.143, -0.399, -0.318], [-0.077, -0.461, 0.086], [-0.210, -0.025, 0.396], [-0.071, 0.032, -0.646], [0.741, 0.232, 0.928], [1.120, -0.376, -0.409], [-1.493, 0.051, -0.439], [0.279, 0.401, -0.654], [-0.157, 0.030, -0.107], [0.037, -0.105, 0.035], [-0.321, -0.342, -0.371], [-0.054, 0.113, -0.008], [-0.663, -0.093, 0.216], [-0.334, 0.266, -0.504], [0.456, -0.116, 0.518], [0.299, 0.101, 0.004], [-0.030, -0.024, 0.156], [-0.163, -0.147, 0.344], [-0.021, -0.121, 0.246], [-0.196, -0.792, -0.725], [0.274, -0.024, 1.601], [0.532, -1.109, -0.422], [-0.389, 1.027, 0.696], [0.045, -1.021, -0.568], [-0.543, 0.448, -1.216], [-0.099, 0.089, -0.050], [0.166, 0.140, 0.130], [-0.050, 0.224, 0.272], [-0.089, 0.211, -0.122], [-0.239, 0.420, -0.143], [0.138, -0.087, -0.137], [0.051, 0.155, 0.200], [0.250, 0.218, 0.222], [0.089, 0.085, 0.227], [0.170, -0.272, 0.143], [0.436, 0.092, 0.130], [0.469, 0.079, -0.537], [-0.866, 0.705, -0.038], [0.166, -0.042, -0.622], [-0.116, 0.343, -0.190], [0.763, -0.475, 1.269], [-0.432, -0.320, -0.691], [1.061, 0.345, -0.407], [-0.271, -0.208, -0.026], [0.383, 0.096, -0.008], [0.285, 0.424, 0.315], [-0.057, -0.051, 0.328], [-0.185, 0.155, 0.054], [-0.180, -0.028, -0.638], [0.044, 0.105, -0.395], [-0.095, 0.154, -0.051], [0.658, 0.032, -0.019], [-0.300, 0.039, 0.230], [0.807, -0.522, 1.142], [-0.402, -0.239, -1.690], [2.400, -2.237, -1.617], [0.266, -0.453, 0.468], [-1.044, -0.331, 0.024], [-0.369, -0.104, 1.514], [-0.440, 0.303, -0.157], [-0.037, 0.183, 0.052], [0.090, -0.372, -0.364], [0.441, -0.094, 0.464], [-0.544, -0.061, -0.013], [3.205, -4.640, -1.795], [-0.228, -0.171, 0.263], [0.011, -0.288, 0.199], [0.299, -0.603, 0.146], [-0.330, 0.228, -0.344], [0.180, -0.085, -0.063], [0.420, -0.521, 1.970], [-1.108, -0.956, -0.646], [0.850, 0.828, 0.410], [0.111, -0.175, -0.266], [-0.513, 0.200, -0.303], [0.380, 0.126, -0.128], [0.051, -0.016, -0.049], [0.097, 0.254, -0.690], [-0.268, 0.120, -0.502], [0.172, 0.440, -0.151], [-0.064, 0.105, -0.025], [-0.389, 0.005, 0.011], [0.202, 0.023, 0.144], [0.168, -0.136, 0.032], [0.001, -0.029, -0.022], [-0.072, 0.029, -0.071], [0.073, -0.077, 0.102], [-1.637, 3.088, 2.134], [0.187, -0.285, 1.223], [-0.844, -0.270, -1.011], [0.206, -0.195, -0.530], [-0.403, 0.721, 1.220], [0.697, -0.077, 0.304], [-0.416, 0.280, -0.087], [-3.795, 4.165, 0.771], [-0.224, 0.290, -0.157], [0.005, 0.524, -0.503], [0.162, -0.091, -0.262], [0.379, -0.234, 0.682], [-0.027, -0.200, 0.138], [-0.029, 0.449, -0.396], [0.435, 0.006, -0.462], [-0.434, 0.424, -0.071], [-0.274, -0.276, -0.572], [-0.002, -0.881, -0.190], [-0.674, -0.650, -0.499], [1.399, 2.261, 0.457], [-0.655, -0.907, -1.193], [-0.857, 0.053, 1.009], [0.603, 0.445, 0.757], [-0.114, 0.051, -0.033], [0.095, 0.250, 0.121], [0.303, 0.252, 0.113], [-0.233, 0.150, -0.213], [-0.050, -0.368, 0.396], [-0.101, -0.423, 0.223], [0.389, 0.159, 0.084], [0.247, -0.182, -0.157], [0.056, -0.013, -0.182], [-0.446, 0.289, -0.334], [0.002, -0.392, -0.312], [1.486, 1.971, -1.275], [-0.124, 0.064, -0.420], [0.542, 1.138, -1.815], [-0.114, -0.307, -0.438], [0.105, 0.085, 0.057], [0.032, 0.215, 0.626], [-0.160, 0.148, 0.176], [-0.044, -0.047, -0.066], [0.431, -0.098, -0.267], [-0.075, -0.012, 0.454], [0.189, 0.274, -0.290], [0.111, -0.031, -0.118], [-0.151, 0.247, 0.256], [0.212, -0.257, -0.171], [0.052, -0.205, 0.007]]
}